Record 1
Formula: C2H6N4S
Source: the Open Molecules 2025 dataset
Level of theory: wB97M-V/def2-TZVPD

Structure (ORCA input):
```
! RIJCOSX wB97M-V def2-TZVPD def2/J DEFGRID3
* xyz 0 1
C -1.041 0.054 -0.055
C 0.084 0.990 2.266
N -1.428 -0.750 -0.912
N -0.624 -1.568 -1.565
N 0.920 0.042 -1.872
N 0.526 -1.166 -1.984
S 0.503 -0.020 0.811
H -1.906 0.625 0.529
H -0.954 1.452 1.991
H 0.920 1.686 2.297
H 0.100 0.354 3.202
H 1.863 0.296 -2.237
H 1.035 -1.994 -2.472
*
```

The total energy comes out at -18962.1823 eV. The energy relative to the best compared isomer or geometry (same formula, charge and spin) comes out at 112.14 kcal/mol. Its HOMO-LUMO gap is 8.88 eV.

Mulliken population analysis, charges in e, atoms 1 to 5:
1. C 0.12
2. C -0.68
3. N -0.13
4. N -0.60
5. N -0.79

---

Record 2
Formula: C2H6N4S
Source: the Open Molecules 2025 dataset
Level of theory: wB97M-V/def2-TZVPD

Structure (ORCA input):
```
! RIJCOSX wB97M-V def2-TZVPD def2/J DEFGRID3
* xyz 0 1
C -0.989 0.541 -0.755
C -1.474 -0.792 -0.984
N 2.361 0.397 0.182
N -0.491 0.949 0.347
N -0.327 0.373 1.509
N 3.163 -0.062 0.838
S 4.344 -0.224 1.782
H -0.965 1.169 -1.650
H -2.589 -0.962 -0.955
H -0.896 -1.483 -0.244
H -1.246 -1.139 -2.001
H -0.397 1.883 0.367
H -0.495 -0.649 1.564
*
```

The total energy comes out at -18962.9219 eV. The energy relative to the best compared isomer or geometry (same formula, charge and spin) comes out at 95.09 kcal/mol. Its HOMO-LUMO gap (alpha / beta) is 7.95 / 7.95 eV.

Mulliken population analysis, charges in e, atoms 1 to 5:
1. C 0.07
2. C -0.92
3. N -0.11
4. N 0.36
5. N -0.98

---

Record 3
Formula: C2H6N4S
Source: the Open Molecules 2025 dataset
Level of theory: wB97M-V/def2-TZVPD

Structure (ORCA input):
```
! RIJCOSX wB97M-V def2-TZVPD def2/J DEFGRID3
* xyz 0 1
H -0.141 -0.973 -1.671
N -0.737 -1.380 -1.084
C -0.862 -0.476 -0.281
N -1.411 -0.876 1.088
C -0.099 0.786 -0.151
N -0.798 1.918 -0.117
H -1.838 1.503 -0.201
N 1.417 0.858 0.102
S 2.424 -0.507 0.254
H -1.691 -1.957 1.308
H -1.117 -0.275 1.897
H 1.849 1.813 0.141
H 3.005 -0.435 -1.284
*
```

The SMILES is [H]/N=C(N)\C(=N/[H])NS. The total energy comes out at -18963.1656 eV. The energy relative to the best compared isomer or geometry (same formula, charge and spin) comes out at 89.47 kcal/mol. Its HOMO-LUMO gap is 9.59 eV.

Mulliken population analysis, charges in e, atoms 1 to 5:
1. H 0.29
2. N -0.60
3. C 0.29
4. N -0.51
5. C 0.34

---

Record 4
Formula: C2H6N4S
Source: the Open Molecules 2025 dataset
Level of theory: wB97M-V/def2-TZVPD

Structure (ORCA input):
```
! RIJCOSX wB97M-V def2-TZVPD def2/J DEFGRID3
* xyz 0 1
C -1.179 0.211 -0.147
C 2.357 -0.340 -0.493
H -3.131 0.393 0.157
H -2.440 -0.676 1.117
H 0.013 1.636 -0.468
H -0.372 -1.390 0.868
H 1.046 0.792 0.890
H 2.353 -1.246 -1.426
N -2.479 -0.292 0.061
N -0.949 1.467 -0.370
N -0.051 -0.849 -0.409
N 1.027 0.036 0.135
S 3.804 0.259 0.085
*
```

The total energy comes out at -18961.2723 eV. The energy relative to the best compared isomer or geometry (same formula, charge and spin) comes out at 133.13 kcal/mol. Its HOMO-LUMO gap is 8.60 eV.

Mulliken population analysis, charges in e, atoms 1 to 5:
1. C 0.29
2. C -0.15
3. H 0.30
4. H 0.29
5. H 0.35

---

Record 5
Formula: C2H6N5O2
Source: the Open Molecules 2025 dataset
Level of theory: wB97M-V/def2-TZVPD

Structure (ORCA input):
```
! RIJCOSX wB97M-V def2-TZVPD def2/J DEFGRID3
* xyz 1 3
C -0.212 0.294 -0.015
C -0.522 -1.795 -0.852
N -0.727 1.912 0.206
N -1.178 -0.500 -0.426
N 0.951 -0.169 0.066
N -0.171 2.751 0.994
N 0.935 -1.560 -0.341
O -0.418 3.900 1.124
O 0.960 2.249 1.620
H -0.998 -2.565 -0.397
H -0.501 -2.041 -1.937
H -2.003 -0.058 -0.918
H 1.207 1.423 1.234
H 0.946 -1.970 0.586
H 1.730 -1.871 -0.945
*
```

The total energy comes out at -13699.1124 eV. Its HOMO-LUMO gap (alpha / beta) is 6.55 / 8.29 eV.

Mulliken population analysis, charges in e, atoms 1 to 5:
1. C 0.54
2. C -0.40
3. N -0.45
4. N -0.19
5. N -0.68

---

Record 6
Formula: C2H6NO
Source: the Open Molecules 2025 dataset
Level of theory: wB97M-V/def2-TZVPD

Structure (ORCA input):
```
! RIJCOSX wB97M-V def2-TZVPD def2/J DEFGRID3
* xyz 0 2
O -0.851 1.765 0.119
H -0.155 1.881 0.849
C -0.494 0.488 -0.523
C 0.715 -0.093 0.020
N 0.640 -1.560 0.242
H -1.396 -0.158 -0.428
H -0.388 0.829 -1.663
H 1.598 0.374 -0.042
H -0.372 -1.815 0.157
H 0.703 -1.711 1.269
*
```

The total energy comes out at -5706.1077 eV. The energy relative to the best compared isomer or geometry (same formula, charge and spin) comes out at 13.61 kcal/mol. Its HOMO-LUMO gap (alpha / beta) is 8.89 / 10.25 eV.

Mulliken population analysis, charges in e, atoms 1 to 5:
1. O -0.51
2. H 0.32
3. C -0.08
4. C -0.58
5. N -0.59

---

Record 7
Formula: C2H6NO
Source: the Open Molecules 2025 dataset
Level of theory: wB97M-V/def2-TZVPD

Structure (ORCA input):
```
! RIJCOSX wB97M-V def2-TZVPD def2/J DEFGRID3
* xyz 1 1
C 1.007 1.080 0.145
C -2.058 -1.349 -0.616
N 1.890 0.573 0.866
O -1.358 -0.478 -0.120
H 0.782 0.821 -0.973
H 0.340 1.938 0.573
H -3.186 -1.345 -0.612
H -1.665 -1.860 -1.516
H 1.871 0.817 1.895
H 2.377 -0.199 0.358
*
```

The total energy comes out at -5699.6721 eV. The energy relative to the best compared isomer or geometry (same formula, charge and spin) comes out at 41.81 kcal/mol. Its HOMO-LUMO gap is 8.96 eV.

Mulliken population analysis, charges in e, atoms 1 to 5:
1. C -0.09
2. C -0.04
3. N -0.15
4. O -0.39
5. H 0.27

---

Record 8
Formula: C2H6NO2
Source: the Open Molecules 2025 dataset
Level of theory: wB97M-V/def2-TZVPD

Structure (ORCA input):
```
! RIJCOSX wB97M-V def2-TZVPD def2/J DEFGRID3
* xyz -1 1
C -1.787 0.821 0.670
O -1.386 0.791 -0.777
H -2.833 1.197 0.707
H -1.749 -0.244 1.020
H -0.996 1.476 1.176
C 1.755 -1.325 -0.408
N 1.480 -0.026 -0.503
O 2.837 -1.941 -0.319
H 0.862 -2.059 -0.454
H -0.393 0.667 -0.885
H 2.213 0.644 -0.226
*
```

The total energy comes out at -7756.5998 eV. The energy relative to the best compared isomer or geometry (same formula, charge and spin) comes out at 38.44 kcal/mol. Its HOMO-LUMO gap is 7.69 eV.

Mulliken population analysis, charges in e, atoms 1 to 5:
1. C -0.43
2. O -0.57
3. H 0.20
4. H 0.18
5. H 0.19

---

Record 9
Formula: C2H6NO2P
Source: the Open Molecules 2025 dataset
Level of theory: wB97M-V/def2-TZVPD

Structure (ORCA input):
```
! RIJCOSX wB97M-V def2-TZVPD def2/J DEFGRID3
* xyz 0 1
C 1.433 -0.956 -0.402
P 0.590 0.422 0.561
O 0.909 1.764 0.126
C -1.200 -0.013 0.313
N -1.709 0.956 -0.425
O -1.661 -1.124 0.605
H 1.390 -0.920 -1.436
H 2.482 -1.093 -0.118
H 0.677 -1.739 0.082
H 0.962 -0.033 1.941
H -2.704 0.986 -0.670
H -1.168 1.749 -0.579
*
```

The SMILES is C[P@@H](=O)C(N)=O. The total energy comes out at -17045.4161 eV. The energy relative to the best compared isomer or geometry (same formula, charge and spin) comes out at 8.10 kcal/mol. Its HOMO-LUMO gap is 10.62 eV.

Mulliken population analysis, charges in e, atoms 1 to 5:
1. C -0.91
2. P 0.51
3. O -0.69
4. C 0.52
5. N -0.33

---

Record 10
Formula: C2H6NO2S
Source: the Open Molecules 2025 dataset
Level of theory: wB97M-V/def2-TZVPD

Structure (ORCA input):
```
! RIJCOSX wB97M-V def2-TZVPD def2/J DEFGRID3
* xyz 1 1
C -0.611 0.333 -0.268
C 0.604 -0.468 -0.230
N 1.938 0.215 -0.035
O -0.970 1.434 -0.165
O -2.081 -0.880 -0.079
S -3.470 -0.118 -0.013
H 0.795 -1.039 -1.121
H 0.310 -1.021 0.653
H 2.077 0.472 0.992
H 2.024 1.152 -0.511
H 2.637 -0.235 -0.583
H -3.255 0.154 1.359
*
```

The total energy comes out at -18580.9807 eV. The energy relative to the best compared isomer or geometry (same formula, charge and spin) comes out at 54.17 kcal/mol. Its HOMO-LUMO gap (alpha / beta) is 7.17 / 7.17 eV.

Mulliken population analysis, charges in e, atoms 1 to 5:
1. C 0.61
2. C -0.48
3. N -0.31
4. O -0.32
5. O -0.44

---

Record 11
Formula: C2H6NO5S2
Source: the Open Molecules 2025 dataset
Level of theory: wB97M-V/def2-TZVPD

Structure (ORCA input):
```
! RIJCOSX wB97M-V def2-TZVPD def2/J DEFGRID3
* xyz -1 1
C -1.630 -0.837 0.621
C -1.626 0.381 -0.305
N -0.888 1.472 0.272
S 0.639 1.256 0.171
O 1.373 2.146 1.035
O 1.115 1.536 -1.377
S 1.728 -0.895 0.036
O 1.980 -1.007 1.461
O 2.795 -0.260 -0.763
O 1.336 -2.212 -0.554
H -0.619 -1.216 0.751
H -2.018 -0.546 1.595
H -2.252 -1.631 0.208
H -1.216 0.095 -1.285
H -2.650 0.738 -0.460
H 1.932 0.978 -1.405
*
```

The SMILES is CCN=[S@](=O)(O)S(=O)(=O)[O-]. The total energy comes out at -35569.1962 eV. The energy relative to the best compared isomer or geometry (same formula, charge and spin) comes out at 18.61 kcal/mol. Its HOMO-LUMO gap (alpha / beta) is 8.36 / 8.35 eV.

Mulliken population analysis, charges in e, atoms 1 to 5:
1. C -0.89
2. C -0.37
3. N -0.51
4. S 0.98
5. O -0.67

---

Record 12
Formula: C2H6NO6PS
Source: the Open Molecules 2025 dataset
Level of theory: wB97M-V/def2-TZVPD

Structure (ORCA input):
```
! RIJCOSX wB97M-V def2-TZVPD def2/J DEFGRID3
* xyz -2 1
C 0.100 1.486 -0.050
C -0.592 -1.275 -0.484
N -0.679 -1.683 0.700
O 1.301 -0.542 -2.233
O 0.353 -2.966 -2.429
O 0.482 2.111 2.663
O 2.042 -2.520 -0.571
O -1.289 3.264 1.511
O -1.648 0.926 2.015
P 0.994 -1.990 -1.500
S -0.455 2.037 1.569
H -0.205 2.375 -0.781
H 1.189 1.530 -0.083
H -1.363 -0.691 -0.997
H -1.175 0.195 1.486
H 0.892 0.047 -1.690
H 0.054 -2.303 0.872
*
```

The total energy comes out at -36070.8987 eV. The energy relative to the best compared isomer or geometry (same formula, charge and spin) comes out at 74.31 kcal/mol. Its HOMO-LUMO gap is 7.17 eV.

Mulliken population analysis, charges in e, atoms 1 to 5:
1. C -1.03
2. C -0.16
3. N -0.85
4. O -0.54
5. O -0.74

---

Record 13
Formula: C2H6NOPS
Source: the Open Molecules 2025 dataset
Level of theory: wB97M-V/def2-TZVPD

Structure (ORCA input):
```
! RIJCOSX wB97M-V def2-TZVPD def2/J DEFGRID3
* xyz 0 1
C -0.793 0.045 -1.371
C -0.442 0.020 1.461
N 1.063 -1.887 -0.138
O 1.567 0.622 -0.428
P 0.370 -0.522 -0.169
S 3.149 0.819 0.110
H -0.302 1.026 -1.567
H -1.740 0.320 -1.041
H -0.764 -0.682 -2.150
H -0.992 1.006 1.330
H 0.119 -0.069 2.361
H -1.236 -0.697 1.602
*
```

The total energy comes out at -25828.8183 eV. The energy relative to the best compared isomer or geometry (same formula, charge and spin) comes out at 75.39 kcal/mol. Its HOMO-LUMO gap (alpha / beta) is 7.05 / 7.60 eV.

Mulliken population analysis, charges in e, atoms 1 to 5:
1. C -0.96
2. C -1.02
3. N -0.67
4. O -0.34
5. P 0.97

---

Record 14
Formula: C2H6NS
Source: the Open Molecules 2025 dataset
Level of theory: wB97M-V/def2-TZVPD

Structure (ORCA input):
```
! RIJCOSX wB97M-V def2-TZVPD def2/J DEFGRID3
* xyz -1 1
S 2.452 -0.360 0.382
H 3.420 -1.194 0.063
C -1.057 -0.734 0.073
C -0.351 1.442 -0.252
N -1.424 0.670 -0.127
H -1.566 -1.288 0.938
H 0.012 -0.865 0.111
H -1.390 -1.299 -0.826
H -0.683 2.439 -0.621
H 0.587 1.190 0.260
*
```

The total energy comes out at -14496.1587 eV. The energy relative to the best compared isomer or geometry (same formula, charge and spin) comes out at 29.58 kcal/mol. Its HOMO-LUMO gap is 7.22 eV.

Mulliken population analysis, charges in e, atoms 1 to 5:
1. S -0.84
2. H -0.06
3. C -0.21
4. C -0.02
5. N -0.46

---

Record 15
Formula: C2H6NS
Source: the Open Molecules 2025 dataset
Level of theory: wB97M-V/def2-TZVPD

Structure (ORCA input):
```
! RIJCOSX wB97M-V def2-TZVPD def2/J DEFGRID3
* xyz 1 1
C -0.731 -0.598 -0.451
C 0.220 0.572 -0.138
N -0.173 -0.287 0.955
S 1.909 0.694 -0.470
H -1.702 -0.289 -0.487
H -0.208 -1.433 -0.859
H -0.597 1.792 0.038
H -0.755 -0.061 1.813
H 0.477 -0.917 1.356
H 1.560 0.527 -1.756
*
```

The total energy comes out at -14486.5054 eV. The energy relative to the best compared isomer or geometry (same formula, charge and spin) comes out at 50.95 kcal/mol. Its HOMO-LUMO gap is 10.54 eV.

Mulliken population analysis, charges in e, atoms 1 to 5:
1. C -0.26
2. C -0.18
3. N -0.20
4. S -0.12
5. H 0.32

---

Record 16
Formula: C2H6O
Source: the Open Molecules 2025 dataset
Level of theory: wB97M-V/def2-TZVPD

Structure (ORCA input):
```
! RIJCOSX wB97M-V def2-TZVPD def2/J DEFGRID3
* xyz 0 1
C -1.911 0.554 0.083
O -1.571 -0.581 0.111
H -2.526 0.888 0.886
H -1.486 1.254 -0.636
C 1.499 -0.409 -0.150
H 0.730 -0.879 -0.633
H 1.697 0.626 -0.433
H 1.211 -0.457 1.013
H 2.357 -0.994 -0.242
*
```

The SMILES is C=O.C. The total energy comes out at -4217.3459 eV. The energy relative to the best compared isomer or geometry (same formula, charge and spin) comes out at 25.86 kcal/mol. Its HOMO-LUMO gap is 11.18 eV.

Mulliken population analysis, charges in e, atoms 1 to 5:
1. C -0.14
2. O -0.36
3. H 0.26
4. H 0.23
5. C -1.00

---

Record 17
Formula: C2H6O
Source: the Open Molecules 2025 dataset
Level of theory: wB97M-V/def2-TZVPD

Structure (ORCA input):
```
! RIJCOSX wB97M-V def2-TZVPD def2/J DEFGRID3
* xyz 0 1
C 0.922 -0.273 0.782
O -0.504 -0.219 0.495
C -0.967 0.362 -0.676
H 0.957 -0.991 1.547
H 1.477 0.652 0.953
H 1.353 -0.930 0.048
H -1.986 0.067 -0.964
H -0.389 -0.037 -1.443
H -0.864 1.369 -0.743
*
```

The SMILES is COC. The total energy comes out at -4217.2172 eV. The energy relative to the best compared isomer or geometry (same formula, charge and spin) comes out at 28.83 kcal/mol. Its HOMO-LUMO gap is 10.93 eV.

Mulliken population analysis, charges in e, atoms 1 to 5:
1. C -0.74
2. O -0.33
3. C -0.72
4. H 0.29
5. H 0.27

---

Record 18
Formula: C2H6O
Source: the Open Molecules 2025 dataset
Level of theory: wB97M-V/def2-TZVPD

Structure (ORCA input):
```
! RIJCOSX wB97M-V def2-TZVPD def2/J DEFGRID3
* xyz 0 1
C 0.541 0.810 0.529
C -0.760 0.576 0.876
H 0.830 0.910 -0.524
H 1.337 0.849 1.281
H -1.588 0.387 0.183
H -0.975 0.533 1.950
O -0.018 -1.278 -1.756
H -0.187 -1.947 -1.054
H 0.821 -0.841 -1.486
*
```

The SMILES is C=C.O. The total energy comes out at -4217.6193 eV. The energy relative to the best compared isomer or geometry (same formula, charge and spin) comes out at 19.56 kcal/mol. Its HOMO-LUMO gap is 11.14 eV.

Mulliken population analysis, charges in e, atoms 1 to 5:
1. C -0.61
2. C -0.46
3. H 0.36
4. H 0.21
5. H 0.29

---

Record 19
Formula: C2H6O2
Source: the Open Molecules 2025 dataset
Level of theory: wB97M-V/def2-TZVPD

Structure (ORCA input):
```
! RIJCOSX wB97M-V def2-TZVPD def2/J DEFGRID3
* xyz 0 1
C -0.730 -0.521 1.182
C -1.005 0.711 0.344
O -0.112 1.461 -0.005
H -1.334 -0.390 2.055
H 0.349 -0.550 1.184
H -1.198 -1.397 0.805
H -2.023 0.915 -0.078
O 1.572 -1.224 -1.230
H 1.323 -0.329 -1.016
H 1.607 -1.280 -2.231
*
```

The SMILES is CC=O.O. The total energy comes out at -6265.5306 eV. The energy relative to the best compared isomer or geometry (same formula, charge and spin) comes out at 16.70 kcal/mol. Its HOMO-LUMO gap is 11.05 eV.

Mulliken population analysis, charges in e, atoms 1 to 5:
1. C -0.88
2. C 0.11
3. O -0.49
4. H 0.33
5. H 0.29

---

Record 20
Formula: C2H6O2
Source: the Open Molecules 2025 dataset
Level of theory: wB97M-V/def2-TZVPD

Structure (ORCA input):
```
! RIJCOSX wB97M-V def2-TZVPD def2/J DEFGRID3
* xyz 0 1
C 1.080 -0.515 -0.108
C 0.154 0.745 -0.142
O -1.144 0.374 -0.453
O -1.797 -0.679 0.332
H 1.476 -0.700 -1.023
H 1.931 -0.487 0.492
H 0.282 -1.316 0.116
H 0.367 1.428 -0.907
H 0.248 1.415 0.966
H -2.595 -0.264 0.727
*
```

The SMILES is CCOO. The total energy comes out at -6262.1045 eV. The energy relative to the best compared isomer or geometry (same formula, charge and spin) comes out at 95.71 kcal/mol. Its HOMO-LUMO gap is 10.91 eV.

Mulliken population analysis, charges in e, atoms 1 to 5:
1. C -0.94
2. C -0.08
3. O -0.25
4. O -0.35
5. H 0.31